DFT (ωB97M-V/def2-TZVPD) results for a single C4H8O2 molecule.

Geometry as ORCA input:
```
! RIJCOSX wB97M-V def2-TZVPD def2/J DEFGRID3
* xyz 0 1
O 0.19803 1.24636 1.15945
H 0.20167 -1.64930 1.12237
H -0.22089 2.06850 0.84480
H -1.35945 0.24264 1.42761
H 2.02807 -0.13142 0.22420
C 0.06741 -1.04601 0.21892
O -1.34799 2.14827 -0.67042
H -0.53350 -1.67318 -0.46352
H 1.33664 -0.27456 -1.39610
H 1.99197 -1.70572 -0.59229
C -1.33537 0.93829 -0.61311
H -1.80016 0.34104 -1.42391
C 1.43367 -0.77676 -0.42528
C -0.66010 0.27185 0.58729
*
```

E_LUMO: 0.64 eV
SMILES: CC[C@@H](O)C=O
E_tot: -8371.87242 eV
E_HOMO: -10.2 eV
Energy above the lowest of the compared OMol25 structures with the same formula, charge and spin: 32.50 kcal/mol



DFT (ωB97M-V/def2-TZVPD) results for a molecular structure, C44H50LiO20S.

Geometry as ORCA input:
```
! RIJCOSX wB97M-V def2-TZVPD def2/J DEFGRID3
* xyz -1 1
H 53.66700 32.96600 8.89100
H 44.00300 28.95900 13.55500
H 42.42500 35.83000 16.98100
H 51.66700 37.17900 7.53800
H 41.93100 36.12700 11.11000
H 44.11400 31.48000 7.62200
Li 47.67300 31.18900 8.72700
C 42.03400 31.19700 11.77300
H 41.41000 37.94300 12.36800
H 50.07900 34.86200 11.95100
O 43.43000 39.32200 13.78500
H 48.07700 40.29800 7.83400
C 47.99700 39.37900 8.53100
H 45.56000 38.10900 13.64100
H 43.08900 34.91900 15.08200
C 45.18000 34.27300 14.90200
C 49.11300 27.33300 14.04900
H 51.81800 37.81000 13.15800
C 44.54800 30.95300 12.95800
C 47.58800 38.18000 8.08300
C 52.28000 36.25900 7.89900
C 42.89700 32.22400 11.69300
O 50.74200 35.62900 12.45000
O 49.12500 33.85800 11.27100
C 42.34100 30.01800 12.50100
H 49.48300 33.41600 7.02200
H 50.71300 33.48800 10.47200
H 47.14200 35.15000 9.17900
H 49.27300 31.80200 5.85300
O 48.10600 31.98500 10.35700
C 46.30300 33.72000 15.61100
C 48.59700 38.40800 10.72200
H 47.49900 33.27800 13.98300
C 48.39500 39.51500 9.86000
H 47.61800 38.65000 16.52400
H 48.63000 36.36500 10.86900
C 44.14100 32.09300 12.27900
H 45.28400 34.70900 10.68200
C 48.66900 29.50700 12.92200
H 39.85100 31.06600 11.79900
O 48.69500 40.89300 10.18700
C 45.32000 34.32800 17.66200
H 44.88000 32.86700 11.99500
H 42.74200 33.28500 11.17800
C 51.47600 35.37200 8.70800
C 42.85000 36.45700 11.54600
C 47.77300 37.00500 8.91100
H 45.37100 34.68300 18.77800
C 43.60300 29.90900 13.03500
C 48.86500 38.07100 15.20000
S 47.85300 33.16000 11.12200
C 48.32900 36.78900 14.91400
O 44.36300 34.98500 10.44600
H 46.07000 36.10400 11.97300
H 50.68400 39.37700 15.00800
H 50.88400 32.33200 6.45000
C 48.26500 28.49900 13.82600
C 44.05700 34.75300 15.64500
H 46.26200 33.13000 8.94700
C 44.91800 37.75500 12.88400
O 47.43100 33.28200 15.08300
O 50.37100 30.39800 11.43800
C 48.95000 36.07300 13.90200
O 47.43200 32.92900 12.47900
H 44.37800 31.75600 9.49200
C 44.63500 32.18000 8.47600
C 43.62300 38.22800 12.96400
H 47.31400 33.40300 17.57700
O 46.89800 33.94700 10.41200
C 50.36700 27.33600 13.43000
C 49.85600 32.45800 6.70400
O 43.11000 35.55300 17.60700
H 46.39500 31.37600 12.93500
O 48.58700 26.40600 14.96200
C 53.64000 35.98000 7.58200
O 49.66400 31.83000 7.97100
H 45.21100 33.97300 13.77000
C 50.84500 28.40100 12.57000
H 47.25300 36.54800 15.40300
H 48.87700 38.61600 11.62200
C 54.16100 34.64700 8.00200
C 48.25000 37.14700 10.21700
O 48.26400 38.98500 15.96400
C 53.31200 33.84600 8.76500
C 45.17500 36.58900 12.11900
H 49.89500 31.03700 11.07500
H 47.14000 38.00300 7.09000
H 54.19400 37.78700 6.94400
H 44.24200 33.17800 8.33800
C 42.54200 37.68700 12.36600
C 50.18500 38.38900 14.69200
H 43.94800 39.46700 14.58200
O 54.48000 36.80400 6.89000
H 50.50200 35.78100 9.07800
C 44.10900 34.79700 16.98400
H 47.71600 26.29500 14.69800
H 48.60100 41.62500 9.62600
O 51.30900 33.21100 9.80500
H 41.79300 29.11200 12.44500
C 50.13600 36.42800 13.28600
H 55.26300 34.68300 7.77400
O 47.30400 35.80100 8.54800
H 47.38400 28.42400 14.32900
C 50.83800 37.57900 13.67900
H 51.03500 26.60300 13.62300
H 51.82000 28.40000 11.91900
O 45.78600 30.76600 13.42900
O 40.64000 31.47800 11.24200
H 50.02600 32.21000 8.62800
C 49.95300 29.43100 12.38200
C 46.40000 33.73900 17.04900
O 46.09800 32.41000 8.24300
H 48.14100 30.51200 12.59200
H 48.44900 35.26500 13.40600
C 44.14600 35.97100 11.40600
C 52.07900 34.13400 9.19000
*
```

E_LUMO: 1.44 eV
E_tot: -98423.94506 eV
E_HOMO: -5.1 eV
Energy above the lowest of the compared OMol25 structures with the same formula, charge and spin: 0.00 kcal/mol



DFT (ωB97M-V/def2-TZVPD) results for 2 unconnected molecules or ions with the total composition C6H12O.

Geometry as ORCA input:
```
! RIJCOSX wB97M-V def2-TZVPD def2/J DEFGRID3
* xyz 0 1
C -0.67154 1.34646 -0.32247
H 0.70477 -1.89837 -0.17705
H 1.12836 0.85201 -2.32771
C 0.86662 1.57414 -0.28967
H -2.37626 -2.41738 1.12030
H -1.76008 -1.73383 -0.43068
C 0.54796 -1.47819 0.82426
C 1.71538 0.90486 -1.40554
C -0.66191 -1.19511 1.31451
O -1.41623 1.44291 0.62689
H 1.22347 1.23441 0.68539
H -1.14043 1.23294 -1.32779
H -0.77032 -0.59572 2.22291
H -2.69334 -0.70319 0.70358
H 1.14111 2.66136 -0.34629
H 2.06886 -0.11851 -1.19633
H 1.45643 -1.11113 1.30457
H 2.60017 1.52932 -1.60856
C -1.96302 -1.52700 0.62967
*
```

E_LUMO: 0.97 eV
SMILES: CCC=O.C=CC
E_tot: -8462.58409 eV
E_HOMO: -9.5 eV
Energy above the lowest of the compared OMol25 structures with the same formula, charge and spin: 40.81 kcal/mol



DFT (ωB97M-V/def2-TZVPD) results for 2 unconnected molecules or ions with the total composition CH5N2O.

Geometry as ORCA input:
```
! RIJCOSX wB97M-V def2-TZVPD def2/J DEFGRID3
* xyz 1 3
C -1.43456 -0.28570 -0.44364
O -2.20768 -0.44191 0.56477
H 1.40438 -0.24171 -0.73969
H 0.94308 -1.33004 0.29243
H 1.48402 0.11398 0.80446
N 0.85557 -0.32257 0.12418
H -2.12481 1.56025 0.34646
H -0.93923 -0.92316 -1.27027
N -2.16544 0.76326 -0.25714
*
```

E_LUMO (alpha / beta): -5.29 / -9.65 eV
E_tot: -6129.77741 eV
E_HOMO (alpha / beta): -12.8 / -15.5 eV
Expectation value of S²: 2.006
Energy above the lowest of the compared OMol25 structures with the same formula, charge and spin: 65.49 kcal/mol



DFT (ωB97M-V/def2-TZVPD) results for a molecular structure, C51H56As2Br2CdN2O5.

Geometry as ORCA input:
```
! RIJCOSX wB97M-V def2-TZVPD def2/J DEFGRID3
* xyz 0 1
Br 3.76716 -2.57178 0.36960
H 0.60775 3.24865 -2.27318
H 1.84553 0.69693 -5.09348
C -2.55304 2.14263 0.37155
As 0.32226 -1.24287 -3.46821
C 0.20888 -3.20609 -3.31995
H -0.41637 5.25657 8.26597
H -4.36830 0.95047 2.27366
H -2.12305 0.49576 1.68930
C -0.77223 3.46022 5.33819
H -4.17885 3.37333 1.14698
C 2.17309 -3.53230 0.78060
H -3.03081 -0.80026 4.06571
C -1.22217 -0.37609 5.20467
C 3.26834 -2.00293 4.17080
C 5.04689 0.90068 0.14518
C -2.07506 -0.38296 6.47738
C 6.66555 2.67462 0.04793
H 4.78025 -2.05620 5.69340
C 4.57759 -1.62392 -3.68298
O 0.16647 0.41055 2.61252
H -1.47867 -3.09798 -1.98674
H 0.84716 4.57519 7.22113
C -4.20408 0.59804 1.25626
H 2.97133 -2.71369 -2.79109
H -1.67409 1.92636 6.49366
C 3.12477 0.04771 2.91042
C -0.12163 1.28472 3.53392
C -0.84537 1.04646 4.75630
N 1.02977 -2.88270 0.63014
H -1.57927 6.04398 4.78864
H 0.67498 -0.59587 6.25810
H 7.63542 3.04674 -0.25829
H -3.27191 4.35020 5.95606
H -2.51273 0.15980 0.13169
H 1.77268 -3.68017 -4.71371
C -0.09172 -5.98400 -3.07408
C 4.53196 3.03230 1.10848
H 5.34075 -2.28380 -3.28215
H -0.13824 -2.13007 5.87734
H 4.21621 1.11214 -5.63909
C -0.08031 -4.82503 1.46713
H 2.81311 2.92291 -1.22559
H -4.03866 3.36210 -0.61744
H -1.52012 -0.00701 7.34126
C -0.94336 -5.12639 -2.39114
O -1.55974 0.84302 -1.42982
H -2.37110 -1.41212 6.68991
H 0.67198 -1.20751 4.59977
C 2.38206 2.17124 -1.88004
Br 1.32084 2.99268 1.80244
H -1.52574 -1.09268 3.15946
C -1.43514 -2.78092 0.91526
C 1.12531 -5.48826 1.58087
H -1.02123 -5.27681 1.75091
C -0.19218 4.46823 7.54025
H 3.26847 -5.28700 1.34879
C 4.16864 0.58314 3.66336
C 4.30726 -1.46632 4.91758
C -3.96183 2.74895 0.27697
H 1.17021 -6.50671 1.94728
H -2.87200 5.25895 7.42377
H 6.97172 0.70684 -0.76603
Cd 0.25686 -0.82946 -0.97052
H -0.19308 -7.05769 -2.96916
C 4.14844 1.72685 0.82012
O -2.39307 -3.34149 1.43324
H 0.05025 6.19255 5.47941
C -2.58795 4.40296 6.80689
C -4.88829 1.52619 0.26351
C -0.99220 5.95670 5.70721
C -2.00050 -1.15568 4.13580
O -1.86373 3.06624 -1.69944
As 2.44606 0.82291 1.26494
C 3.24180 -1.86001 -3.39191
C 4.74586 -0.17022 4.67297
H -2.71968 3.50301 7.41098
H 0.34674 4.68780 3.94204
H 6.05566 4.52768 0.94532
C 2.61274 0.04258 -4.69332
C 1.02192 -4.07782 -4.04167
H -2.98565 0.20915 6.35404
C 3.94753 0.28279 -4.99546
C 6.29558 1.36713 -0.23573
H 3.87500 3.70396 1.64286
H 4.77089 -0.12119 -0.09179
C -0.79574 -3.75200 -2.51848
H -4.47877 -0.45029 1.17381
C -0.09567 -3.52607 0.98599
C 2.29643 -4.82611 1.24476
H -1.72646 -5.51858 -1.75096
H -2.04185 -2.21410 4.40787
C 5.78162 3.50389 0.72207
H -1.35115 6.70931 6.41209
N -2.76541 0.76812 0.92411
C 2.66944 -1.24075 3.17995
C -1.90134 2.02283 -1.06033
C 0.26279 2.62882 3.38369
H 5.55264 0.24713 5.26268
H -5.90760 1.76005 0.56659
C -0.01829 3.70266 4.20775
H 5.97842 -0.36115 -4.71807
H -0.29539 3.50042 8.03745
H 0.77434 1.64356 -3.14617
C -1.13722 4.56461 6.33017
H -4.91328 1.07359 -0.73061
H 1.83870 -1.63120 2.60478
H 1.53538 -6.11488 -4.46840
H 4.54148 1.57552 3.45323
C 4.93642 -0.54507 -4.48391
O -1.41266 -1.63826 0.36054
C 0.88154 -5.45439 -3.91130
C -1.13414 2.12707 5.57814
H -1.89507 2.73462 0.99783
C 2.23992 -1.02287 -3.87581
C 0.08287 -1.12396 5.50468
H 2.99972 1.30255 -2.09553
H 2.91275 -3.00913 4.36033
C 1.20098 2.36083 -2.45502
*
```

E_LUMO: -1.00 eV
E_tot: -333339.80896 eV
E_HOMO: -7.2 eV
Energy above the lowest of the compared OMol25 structures with the same formula, charge and spin: 55.98 kcal/mol



DFT (ωB97M-V/def2-TZVPD) results for 2 unconnected molecules or ions with the total composition C3H9N2S.

Geometry as ORCA input:
```
! RIJCOSX wB97M-V def2-TZVPD def2/J DEFGRID3
* xyz 1 1
H 1.88553 -1.83791 -1.57493
N 2.17513 -1.32707 -0.73188
H -1.30840 2.18815 -0.22509
H 2.72454 -0.52671 1.60374
N -1.59994 1.31577 0.31836
S 1.86440 0.41375 1.29271
C 1.56457 -0.18494 -0.30154
H -2.15671 0.30108 -1.51026
H -0.99453 -0.54389 1.21422
H 2.51422 -1.91668 0.11437
C -2.17391 0.16454 -0.43917
H -2.02622 1.81463 1.12689
C -0.90335 -0.03162 0.26466
H -3.07011 -0.37315 -0.00293
H 1.50479 0.54407 -1.14913
*
```

E_LUMO: -3.77 eV
E_tot: -17061.63827 eV
E_HOMO: -12.1 eV
Energy above the lowest of the compared OMol25 structures with the same formula, charge and spin: 104.43 kcal/mol